Entry 1:
C25H22N4O2RhS | ωB97M-V with the def2-TZVPD basis set

- E_LUMO (spin up / spin down) (eV) = -4.1 / -4.1
- F_max (Eh/bohr) = 0.096
- total charge = +1
- highest occupied orbital energy (spin up / spin down) (eV) = -9.97 / -9.97
- E_tot (Ha) = -1843.92057

Geometry (Å):
Rh1 0.113 0.190 -0.143
C1 -1.629 -2.661 -0.024
N1 -1.047 -1.714 0.920
C2 0.033 -2.292 1.717
C3 1.344 -2.399 0.971
C4 2.320 -3.312 1.357
C5 3.550 -3.294 0.721
C6 3.766 -2.390 -0.308
C7 2.737 -1.532 -0.650
N2 1.571 -1.531 -0.011
C8 -2.052 -1.015 1.720
C9 -2.749 0.100 0.975
C10 -4.005 0.551 1.363
C11 -4.555 1.650 0.725
C12 -3.851 2.255 -0.306
C13 -2.619 1.733 -0.649
N3 -2.083 0.697 -0.010
C14 -1.413 -2.323 -1.482
C15 -1.919 -3.181 -2.455
C16 -1.723 -2.872 -3.788
C17 -1.028 -1.716 -4.115
C18 -0.560 -0.919 -3.087
N4 -0.750 -1.221 -1.807
H1 -1.216 -3.663 0.144
H2 -2.712 -2.734 0.136
H3 0.228 -1.623 2.562
H4 -0.238 -3.277 2.125
H5 2.121 -4.012 2.153
H6 4.329 -3.975 1.022
H7 4.705 -2.351 -0.835
H8 2.847 -0.814 -1.453
H9 -2.802 -1.706 2.133
H10 -1.542 -0.534 2.562
H11 -4.536 0.055 2.161
H12 -5.516 2.032 1.027
H13 -4.248 3.107 -0.835
H14 -2.031 2.159 -1.453
H15 -2.457 -4.072 -2.167
H16 -2.104 -3.520 -4.561
H17 -0.853 -1.438 -5.141
H18 -0.013 -0.006 -3.283
O1 1.450 2.347 3.446
C19 1.308 2.156 2.256
O2 0.700 1.207 1.707
C20 1.948 3.206 1.313
C21 2.587 4.255 1.966
C22 3.205 5.269 1.258
C23 3.190 5.241 -0.128
C24 2.563 4.209 -0.785
C25 1.930 3.171 -0.085
S1 1.220 1.993 -1.154
H19 2.586 4.254 3.048
H20 3.695 6.073 1.786
H21 3.666 6.020 -0.701
H22 2.541 4.169 -1.862


Entry 2:
H20O10 | ωB97M-V with the def2-TZVPD basis set

- <S²> = 0.757
- E_LUMO (spin up / spin down) (eV) = -3.1 / -10.6
- F_max (Eh/bohr) = 0.035
- total charge = +1
- highest occupied orbital energy (spin up / spin down) (eV) = -14.66 / -13.66
- 2S+1 = 2
- E_tot (Ha) = -763.98784

Geometry (Å):
O1 22.773 -14.905 29.305
H1 22.136 -14.231 29.070
H2 22.251 -15.600 29.706
O2 22.505 -10.904 28.444
H3 21.723 -10.505 28.062
H4 22.693 -11.653 27.877
O3 23.697 -13.541 26.443
H5 22.777 -13.804 26.464
H6 23.998 -13.791 25.569
O4 23.188 -7.697 26.599
H7 23.704 -7.186 27.222
H8 22.429 -7.992 27.102
O5 21.356 -7.825 28.764
H9 20.502 -7.558 28.425
H10 21.254 -7.801 29.716
O6 21.023 -13.492 27.424
H11 20.549 -13.271 28.226
H12 20.494 -14.176 27.014
O7 25.542 -13.098 28.540
H13 25.466 -13.567 29.371
H14 24.772 -13.371 28.040
O8 19.980 -10.882 27.143
H15 19.391 -10.526 27.809
H16 19.719 -11.799 27.057
O9 21.984 -11.335 31.132
H17 21.886 -10.394 31.279
H18 22.233 -11.410 30.211
O10 24.588 -9.235 29.530
H19 24.354 -8.315 29.653
H20 23.817 -9.625 29.117


Entry 3:
C9H14OS | ωB97M-V with the def2-TZVPD basis set

- E_LUMO (eV) = 0.7
- F_max (Eh/bohr) = 0.054
- highest occupied orbital energy (eV) = -8.74
- E_tot (Ha) = -824.73033

Geometry (Å):
C1 2.569 0.705 -0.178
C2 1.437 -0.305 -0.388
C3 1.022 -1.090 0.633
C4 1.026 -0.513 -1.748
C5 0.023 -2.057 0.393
C6 0.144 -1.514 -1.961
C7 -0.477 -2.199 -0.881
O1 -1.464 -3.095 -1.169
H1 2.371 1.743 -0.411
H2 3.408 0.276 -0.737
H3 1.443 -1.011 1.633
H4 1.422 0.131 -2.497
H5 -0.277 -2.695 1.211
H6 -0.242 -1.784 -2.953
H7 -2.277 -2.916 -0.700
H8 2.987 0.559 0.823
C8 -1.676 1.200 0.763
C9 -1.209 2.625 0.632
S1 -2.317 1.005 2.458
H9 -2.522 1.014 0.094
H10 -0.952 0.416 0.515
H11 -0.528 2.988 1.403
H12 -1.235 0.433 2.989
H13 -2.010 3.319 0.413
H14 -0.665 2.765 -0.336


Entry 4:
C30H84N4O14 | ωB97M-V with the def2-TZVPD basis set

- <S²> = 0.754
- E_LUMO (spin up / spin down) (eV) = -2.6 / -7.3
- F_max (Eh/bohr) = 0.053
- total charge = +1
- highest occupied orbital energy (spin up / spin down) (eV) = -10.57 / -10.57
- 2S+1 = 2
- E_tot (Ha) = -2465.11660

Geometry (Å):
C1 21.039 3.705 -6.284
O1 19.950 2.798 -6.041
C2 20.369 1.798 -5.042
C3 19.254 0.777 -4.726
N1 18.247 1.388 -3.853
C4 17.124 0.440 -3.776
C5 15.901 1.090 -3.165
O2 15.317 2.001 -4.018
C6 14.413 2.850 -3.401
H1 22.035 3.280 -6.407
H2 21.190 4.374 -5.436
H3 20.790 4.354 -7.123
H4 20.593 2.319 -4.111
H5 21.187 1.191 -5.429
H6 19.659 -0.102 -4.224
H7 18.843 0.384 -5.656
H8 17.809 2.110 -4.407
H9 17.366 -0.407 -3.134
H10 16.831 0.065 -4.756
H11 16.355 1.581 -2.304
H12 15.174 0.321 -2.907
H13 14.069 3.614 -4.099
H14 14.976 3.339 -2.607
H15 13.498 2.482 -2.936
C7 19.976 -5.607 -5.707
O3 19.396 -6.660 -6.519
C8 18.824 -6.223 -7.770
C9 18.137 -7.340 -8.487
N2 18.967 -8.407 -8.949
C10 18.111 -9.459 -9.444
C11 19.029 -10.623 -10.012
O4 18.216 -11.713 -10.580
C12 18.932 -12.898 -10.858
H16 19.240 -4.840 -5.468
H17 20.974 -5.333 -6.051
H18 20.077 -6.135 -4.760
H19 19.560 -5.792 -8.448
H20 18.115 -5.425 -7.549
H21 17.627 -6.866 -9.325
H22 17.358 -7.749 -7.844
H23 19.292 -8.800 -8.078
H24 17.378 -9.066 -10.149
H25 17.569 -9.906 -8.610
H26 19.712 -10.996 -9.248
H27 19.574 -10.102 -10.800
H28 19.601 -12.792 -11.712
H29 18.231 -13.701 -11.086
H30 19.445 -13.262 -9.968
C13 29.262 -10.968 -6.371
O5 28.229 -10.472 -5.487
C14 27.367 -9.513 -6.118
C15 26.290 -8.946 -5.204
N3 25.640 -7.830 -5.875
C16 24.563 -7.253 -5.097
C17 23.740 -6.115 -5.768
O6 23.348 -6.303 -7.150
C18 22.531 -7.416 -7.358
H31 29.680 -10.102 -6.883
H32 28.968 -11.661 -7.159
H33 30.105 -11.438 -5.865
H34 26.963 -9.953 -7.030
H35 28.030 -8.732 -6.490
H36 26.709 -8.541 -4.282
H37 25.545 -9.722 -5.031
H38 25.270 -8.165 -6.753
H39 24.986 -6.854 -4.175
H40 23.975 -8.051 -4.644
H41 24.401 -5.249 -5.734
H42 22.909 -5.806 -5.135
H43 23.210 -8.265 -7.438
H44 22.142 -7.246 -8.362
H45 21.794 -7.622 -6.583
C19 16.755 -8.837 1.458
O7 17.920 -8.941 0.659
C20 18.696 -7.732 0.789
C21 18.281 -6.474 -0.153
N4 19.407 -5.613 -0.533
C22 19.154 -4.379 -1.313
C23 18.257 -3.304 -0.557
O8 16.866 -3.633 -0.679
C24 15.886 -2.652 -0.191
H46 16.139 -9.735 1.517
H47 16.138 -8.054 1.016
H48 16.956 -8.540 2.487
H49 19.704 -8.008 0.480
H50 18.837 -7.413 1.821
H51 17.526 -5.845 0.319
H52 17.801 -6.883 -1.042
H53 20.219 -6.142 -0.818
H54 18.719 -4.682 -2.265
H55 20.118 -3.955 -1.592
H56 18.457 -2.354 -1.051
H57 18.627 -3.096 0.447
H58 14.875 -3.049 -0.285
H59 15.973 -1.804 -0.870
H60 16.122 -2.374 0.836
C25 25.054 -5.336 0.020
O9 24.131 -5.047 -0.997
H61 25.558 -4.448 0.400
H62 24.601 -5.828 0.881
H63 25.802 -5.998 -0.417
H64 24.525 -4.732 -1.813
C26 26.889 -3.765 -2.500
O10 25.567 -3.403 -2.574
H65 27.047 -4.826 -2.694
H66 27.595 -3.241 -3.144
H67 27.290 -3.547 -1.510
H68 25.417 -2.524 -2.218
C27 22.186 -3.273 -3.843
O11 21.059 -2.528 -3.495
H69 22.710 -2.825 -4.687
H70 22.830 -3.409 -2.974
H71 21.950 -4.280 -4.187
H72 21.331 -1.903 -2.820
C28 22.762 0.080 -2.157
O12 22.113 -0.965 -1.527
H73 23.712 0.306 -1.673
H74 23.067 -0.158 -3.176
H75 22.116 0.956 -2.215
H76 21.968 -0.762 -0.600
C29 21.133 -2.101 -7.094
O13 20.180 -2.122 -6.086
H77 21.853 -2.917 -7.044
H78 20.617 -2.255 -8.042
H79 21.601 -1.119 -7.164
H80 20.532 -2.163 -5.194
C30 25.529 -1.924 -5.541
O14 26.749 -1.778 -6.253
H81 25.368 -2.975 -5.298
H82 25.588 -1.372 -4.604
H83 24.589 -1.677 -6.033
H84 26.572 -2.134 -7.126


Entry 5:
C23H30N2O2S | ωB97M-V with the def2-TZVPD basis set

- E_LUMO (eV) = 0.7
- F_max (Eh/bohr) = 0.012
- highest occupied orbital energy (eV) = -7.80
- E_tot (Ha) = -1552.63160

Geometry (Å):
C1 4.450 5.675 -2.328
H1 4.536 6.655 -2.796
O1 3.252 5.124 -2.814
C2 2.892 3.878 -2.394
C3 1.702 3.377 -2.923
C4 1.248 2.126 -2.561
C5 1.965 1.337 -1.669
C6 3.147 1.843 -1.146
C7 3.614 3.097 -1.499
H2 4.539 3.450 -1.072
H3 3.713 1.245 -0.447
C8 1.465 -0.008 -1.228
C9 0.874 0.104 0.174
O2 1.343 -0.457 1.143
N1 -0.208 0.902 0.241
H4 -0.511 1.394 -0.586
C10 -0.945 1.107 1.463
H5 -0.580 0.351 2.160
H6 -0.733 2.105 1.868
C11 -2.453 0.950 1.252
C12 -3.225 1.201 2.549
C13 -2.978 0.075 3.549
C14 -3.263 -1.279 2.907
N2 -2.452 -1.456 1.718
C15 -2.578 -2.802 1.179
C16 -1.635 -3.033 0.029
C17 -2.113 -3.135 -1.270
C18 -1.234 -3.344 -2.322
C19 0.119 -3.459 -2.082
C20 0.606 -3.363 -0.779
C21 -0.272 -3.142 0.271
H7 0.082 -3.040 1.283
S1 2.348 -3.565 -0.590
C22 2.636 -3.324 1.184
H8 2.281 -2.337 1.470
H9 2.144 -4.112 1.747
H10 3.712 -3.391 1.317
H11 0.813 -3.630 -2.891
H12 -1.609 -3.421 -3.332
H13 -3.173 -3.056 -1.462
H14 -2.337 -3.499 1.988
H15 -3.615 -3.006 0.850
C23 -2.784 -0.449 0.730
H16 -2.203 -0.652 -0.172
H17 -3.858 -0.491 0.461
H18 -3.018 -2.077 3.614
H19 -4.342 -1.355 2.670
H20 -1.943 0.098 3.887
H21 -3.622 0.204 4.421
H22 -2.933 2.160 2.982
H23 -4.292 1.248 2.319
H24 -2.773 1.682 0.499
H25 2.282 -0.730 -1.193
H26 0.696 -0.382 -1.907
H27 0.330 1.752 -2.994
H28 1.153 3.990 -3.620
H29 5.316 5.065 -2.606
H30 4.426 5.796 -1.240


Entry 6:
C5H17N2O | ωB97M-V with the def2-TZVPD basis set

- E_LUMO (eV) = -3.2
- F_max (Eh/bohr) = 0.088
- total charge = +1
- highest occupied orbital energy (eV) = -12.99
- E_tot (Ha) = -385.13775

Geometry (Å):
N1 -0.774 1.977 -1.420
C1 0.207 0.710 -1.571
C2 -0.096 0.050 -2.930
C3 -0.162 -0.060 -0.324
N2 0.474 0.752 0.798
C4 -0.309 0.685 1.973
C5 1.803 0.253 1.108
H1 -0.572 2.721 -1.967
H2 -1.735 1.690 -1.698
H3 -0.738 2.281 -0.437
H4 1.302 1.060 -1.454
H5 0.162 -0.959 -3.055
H6 -1.152 0.300 -3.153
H7 0.563 0.657 -3.695
H8 -1.368 -0.118 -0.340
H9 0.100 -1.113 -0.366
H10 0.289 0.919 2.862
H11 -1.020 1.519 2.069
H12 -0.761 -0.365 2.167
H13 2.463 1.055 0.849
H14 2.001 -0.666 0.470
H15 2.116 -0.161 2.141
H16 -0.705 -5.109 2.366
H17 -1.006 -3.861 3.239
O1 -1.080 -4.214 2.366


Entry 7:
C5H4F5O2 | ωB97M-V with the def2-TZVPD basis set

- E_LUMO (eV) = 3.4
- F_max (Eh/bohr) = 0.070
- total charge = -1
- highest occupied orbital energy (eV) = -3.65
- E_tot (Ha) = -842.69735

Geometry (Å):
C1 2.269 0.357 0.693
C2 0.479 0.031 -1.124
C3 1.285 0.877 -0.233
C4 -1.921 2.824 0.234
C5 -3.151 3.548 -0.149
O1 2.555 -0.199 1.710
O2 2.792 0.955 -0.360
F1 -2.431 1.470 0.403
F2 -1.094 2.630 -0.930
F3 -3.023 4.864 -0.438
F4 -3.917 3.072 -1.228
F5 -4.075 3.646 0.839
H1 1.132 -0.759 -1.354
H2 0.252 0.652 -2.051
H3 -0.509 0.009 -0.535
H4 0.954 1.861 -0.005


Entry 8:
C4H16NO3 | ωB97M-V with the def2-TZVPD basis set

- E_LUMO (eV) = -3.3
- F_max (Eh/bohr) = 0.110
- total charge = +1
- highest occupied orbital energy (eV) = -13.37
- E_tot (Ha) = -442.14360

Geometry (Å):
C1 1.358 -1.266 -0.807
C2 0.365 -0.693 0.153
C3 -0.215 0.718 -0.241
C4 -1.564 0.932 -0.061
N1 0.439 1.740 -1.001
H1 1.419 -2.396 -0.545
H2 1.167 -1.004 -1.856
H3 2.448 -1.175 -0.588
H4 -0.466 -1.476 0.172
H5 0.691 -0.547 1.256
H6 -2.042 0.190 0.617
H7 -2.088 1.829 -0.266
H8 -0.152 2.546 -1.107
H9 0.681 1.494 -1.931
H10 1.236 2.017 -0.496
H11 2.769 0.496 0.983
H12 3.935 0.700 0.256
O1 2.974 0.454 0.082
H13 -2.161 -5.482 4.071
H14 -1.852 -3.978 3.705
O2 -1.465 -4.793 4.044
H15 -1.917 3.477 -3.280
H16 -2.572 2.347 -2.512
O3 -1.988 3.168 -2.343